Entry 1:
C19H23Cl2NS | the ωB97M-V functional and the def2-TZVPD basis

Last column: Löwdin charge in e.
CARTESIAN COORDINATES (ANGSTROEM)
C (-4.129096, -1.441221, -2.250294)  -0.14
C (-3.115946, -1.176996, -1.025609)  -0.25
C (-2.437608, -2.560265, -0.479344)  -0.21
C (-2.449368, -2.654642, 1.125465)  -0.22
C (-1.136794, -3.326674, 1.761505)  -0.19
C (0.211794, -2.485331, 1.522580)  -0.15
C (1.610455, -3.134977, 1.837408)  -0.03
C (2.924003, -2.319325, 1.569966)  -0.06
C (2.786207, -0.871146, 1.001298)  -0.41
C (1.393656, -0.200230, 0.697763)  -0.18
C (0.106383, -1.025845, 0.977649)  0.03
N (1.306526, 1.171946, 0.174470)  0.01
C (2.154110, 1.398682, -1.004340)  -0.19
C (1.605344, 2.041144, -2.330366)  -0.02
C (2.548689, 2.260198, -3.568551)  -0.08
C (4.069340, 1.896252, -3.546908)  -0.08
C (4.601336, 1.253009, -2.220776)  -0.08
C (3.681867, 1.007892, -0.999769)  -0.41
S (4.259343, 0.204513, 0.586732)  0.84
H (-3.828505, -0.917289, -3.222246)  0.07
H (-5.183117, -1.099869, -1.955184)  0.07
H (-4.225304, -2.562434, -2.517672)  0.07
H (-3.750255, -0.772812, -0.156225)  0.10
H (-2.334450, -0.391709, -1.316266)  0.10
H (-1.365874, -2.551231, -0.917321)  0.11
H (-3.018471, -3.432542, -0.932275)  0.10
H (-2.555774, -1.581753, 1.528324)  0.10
H (-3.360689, -3.262136, 1.491534)  0.12
H (-0.957462, -4.404883, 1.398339)  0.12
H (-1.291052, -3.373706, 2.903496)  0.12
H (1.611321, -4.211404, 2.234930)  0.09
H (3.958468, -2.779480, 1.775457)  0.10
H (-0.896112, -0.504035, 0.756547)  0.08
H (0.335132, 1.491537, 0.040375)  0.06
H (0.499451, 2.339252, -2.460213)  0.09
H (2.156290, 2.704518, -4.556798)  0.09
H (4.769540, 2.053175, -4.442313)  0.09
H (5.697529, 0.938524, -2.115032)  0.09
Cl (-1.892409, 2.653957, 1.188544)  0.55
C (-1.129947, 4.192487, 1.663408)  -0.65
C (-0.273524, 4.047667, 2.905422)  -0.66
Cl (-1.249803, 3.731012, 4.361497)  0.54
H (-1.919467, 4.932896, 1.803606)  0.07
H (-0.510728, 4.511579, 0.822421)  0.07
H (0.274169, 4.974053, 3.087584)  0.07
H (0.450801, 3.237644, 2.801185)  0.07

Cartesian forces (eV/Å) of the 2 atoms listed first:
-0.30 -0.28 -0.21
-0.78 -0.75 0.33

The spin multiplicity is 1. The calculation puts the LUMO energy at 0.44 eV. The value obtained for the max |F| is 4.8 eV/A. The highest occupied orbital energy comes out at -0.2806 Eh. The calculation puts the frontier orbital gap at 8.08 eV. The calculation puts the total energy at -2110.8046 a.u. The net charge is 0. As for the SMILES: CCCCCc1ccc2c(c1)Nc1ccccc1S2.ClCCCl.

---

Entry 2:
C36H28BrCl2N10O5Pd | the ωB97M-V functional and the def2-TZVPD basis

Last column: Löwdin charge in e.
CARTESIAN COORDINATES (ANGSTROEM)
Pd (0.141662, -0.506189, 0.425149)  0.43
C (-3.734744, -0.264299, -0.427829)  -0.08
O (-2.886596, -1.390203, -0.356210)  -0.12
C (-2.959481, -2.314485, -1.340747)  -0.22
C (-3.963074, -2.365687, -2.289743)  -0.07
C (-3.935882, -3.368733, -3.253522)  -0.68
Br (-5.336301, -3.425758, -4.539463)  0.70
C (-2.930741, -4.300520, -3.297077)  -0.09
C (-1.908806, -4.241651, -2.342616)  -0.07
C (-1.917456, -3.266158, -1.347475)  -0.20
O (-0.971614, -3.279580, -0.393604)  0.01
C (-0.821497, -5.229274, -2.461924)  -0.25
N (-0.828325, -6.217840, -3.324458)  0.16
C (0.381876, -6.857277, -3.138324)  -0.24
C (0.915326, -7.975181, -3.780921)  -0.03
C (2.167566, -8.408490, -3.395907)  -0.12
C (2.892530, -7.750332, -2.388027)  -0.11
C (2.382548, -6.643083, -1.738234)  -0.02
C (1.118846, -6.215335, -2.132759)  -0.19
N (0.319956, -5.178422, -1.714099)  0.18
H (-4.770758, -0.532319, -0.198216)  0.09
H (-3.687927, 0.200033, -1.416825)  0.10
H (-3.353464, 0.434424, 0.312835)  0.08
H (-4.770132, -1.648427, -2.283440)  0.09
H (-2.893307, -5.072488, -4.050360)  0.10
H (-0.746615, -2.378810, -0.014036)  0.04
H (0.354937, -8.477483, -4.558459)  0.10
H (2.606034, -9.272342, -3.879515)  0.09
H (3.874047, -8.117207, -2.116116)  0.09
H (2.941799, -6.131205, -0.966484)  0.11
H (0.486551, -4.485601, -0.999424)  0.15
C (2.393325, 2.989634, -2.791171)  -0.08
N (1.654355, 1.770260, -2.551130)  -0.13
C (1.516476, 1.161029, -1.370034)  -0.15
N (0.557382, 0.261248, -1.455611)  -0.04
C (0.155024, 0.332271, -2.747331)  -0.19
N (0.774652, 1.259129, -3.446137)  0.11
C (1.581625, 4.217609, -2.443493)  -0.18
C (1.390211, 5.221109, -3.379718)  -0.03
C (0.648818, 6.355556, -3.066431)  -0.07
C (0.083142, 6.489509, -1.814273)  -0.02
C (0.266405, 5.478203, -0.868866)  -0.13
C (1.014296, 4.352539, -1.177381)  0.05
C (-0.360277, 5.640814, 0.446800)  -0.29
N (-1.066570, 6.634458, 0.853471)  0.12
N (-1.446661, 6.331796, 2.164220)  0.12
C (-0.937077, 5.181699, 2.429406)  -0.29
O (-0.227974, 4.670377, 1.389336)  0.14
C (-1.054009, 4.433631, 3.685999)  -0.13
C (-1.798900, 5.014593, 4.715268)  -0.03
C (-1.929507, 4.350011, 5.917811)  -0.07
C (-1.323636, 3.111662, 6.097090)  -0.04
C (-0.582037, 2.530369, 5.081020)  -0.18
C (0.084201, 1.193577, 5.305805)  -0.08
N (-0.268753, 0.220886, 4.297100)  -0.13
C (0.360524, 0.001185, 3.140991)  -0.14
N (-0.389800, -0.779193, 2.382390)  -0.05
C (-1.480730, -1.027066, 3.141775)  -0.20
N (-1.461775, -0.424912, 4.312953)  0.11
C (-0.449371, 3.197634, 3.864103)  0.05
H (2.692664, 3.009451, -3.837371)  0.12
H (3.290843, 2.939073, -2.172035)  0.14
H (2.129134, 1.318882, -0.481162)  0.11
H (-0.615771, -0.291758, -3.167313)  0.11
H (1.817251, 5.112547, -4.369516)  0.11
H (0.504536, 7.129663, -3.808381)  0.10
H (-0.505050, 7.357846, -1.553615)  0.11
H (1.141995, 3.575949, -0.433170)  0.12
H (-2.263298, 5.976639, 4.552294)  0.11
H (-2.510271, 4.790781, 6.717122)  0.10
H (-1.437890, 2.586077, 7.037518)  0.11
H (-0.195495, 0.788575, 6.277086)  0.12
H (1.170576, 1.296003, 5.273832)  0.14
H (1.334756, 0.389663, 2.863853)  0.11
H (-2.301374, -1.642114, 2.814004)  0.11
H (0.116635, 2.753251, 3.053101)  0.13
Cl (4.560401, -0.394526, 3.790526)  0.52
C (4.764151, -0.531192, 2.014763)  -1.00
Cl (6.021560, 0.606693, 1.461804)  0.53
C (3.400976, -0.292121, 1.296744)  -0.86
O (2.945459, -1.303215, 0.755063)  -0.05
O (2.935335, 0.865521, 1.383366)  -0.14
H (5.132558, -1.531387, 1.825358)  0.05

Cartesian forces (eV/Å) of the 2 atoms listed first:
-0.66 -0.17 -0.30
0.07 0.01 -0.01

The spin multiplicity is 1. The calculation puts the LUMO energy at 1.76 eV. The value obtained for the max |F| is 0.7 eV/A. The highest occupied orbital energy comes out at -0.1341 Eh. The calculation puts the frontier orbital gap at 5.41 eV. The calculation puts the total energy at -5934.8481 a.u. The net charge is -1. For the energy relative to the best compared isomer or geometry (same formula, charge and spin), the calculation gives 0.0 kJ/mol.